{
  "formula": "C22H30N4O3",
  "method": "ωB97M-V with the def2-TZVPD basis set",
  "smiles": "Cn1c([O-])c([C@@H](c2cc3c4c(c2)CCCN4CCC3)[N+](C)(C)C)c(=O)n(C)c1=O",
  "de_lowest_ev": 2.1329,
  "multiplicity": 1,
  "homo_ev": -7.1,
  "symbols": ["C", "N", "C", "O", "C", "C", "C", "C", "C", "C", "C", "C", "C", "C", "C", "N", "C", "C", "C", "N", "C", "C", "C", "C", "O", "N", "C", "C", "O", "H", "H", "H", "H", "H", "H", "H", "H", "H", "H", "H", "H", "H", "H", "H", "H", "H", "H", "H", "H", "H", "H", "H", "H", "H", "H", "H", "H", "H", "H"],
  "positions_angstrom": [[3.415484, -1.235097, -3.086023], [3.269140, -0.248976, -2.044224], [2.028955, -0.100973, -1.365672], [0.997230, -0.614830, -1.818564], [2.093667, 0.513850, -0.065764], [1.198944, 0.064715, 1.048613], [-0.298300, 0.277013, 0.770081], [-1.352606, -0.408989, 1.429479], [-2.617860, -0.481461, 0.832780], [-3.006252, 0.590047, -0.010276], [-2.019362, 1.529178, -0.416946], [-0.682579, 1.283155, -0.109818], [-2.393562, 2.773238, -1.139779], [-3.783859, 2.725566, -1.778410], [-4.797580, 1.966771, -0.940345], [-4.291307, 0.694955, -0.468030], [-5.300182, -0.231892, -0.015837], [-4.727185, -1.628397, 0.126873], [-3.552973, -1.609632, 1.107309], [1.556560, -1.312847, 1.509784], [0.604725, -2.384098, 1.019961], [1.564785, -1.269501, 3.021905], [2.944976, -1.808071, 1.118648], [3.278420, 1.214728, 0.320558], [3.464298, 1.624949, 1.484785], [4.307568, 1.327914, -0.626890], [5.524662, 1.920896, -0.126630], [4.461972, 0.394935, -1.667091], [5.537930, 0.164266, -2.212179], [2.431394, -1.473417, -3.496587], [4.078110, -0.816145, -3.850123], [3.877086, -2.158878, -2.695431], [1.457368, 0.743258, 1.879195], [-1.205744, -0.911752, 2.390167], [0.083681, 1.937845, -0.543369], [-1.645259, 2.959137, -1.918821], [-2.339107, 3.644316, -0.459309], [-3.704529, 2.249413, -2.762507], [-4.147985, 3.744706, -1.932221], [-5.704681, 1.763956, -1.521184], [-5.097420, 2.589402, -0.080903], [-5.697786, 0.082165, 0.964444], [-6.132030, -0.222462, -0.723602], [-5.495479, -2.324205, 0.480032], [-4.384481, -1.991947, -0.851324], [-3.005971, -2.561262, 1.034641], [-3.922862, -1.539737, 2.145098], [0.344409, -2.185099, -0.027114], [1.139819, -3.342662, 1.128028], [-0.287428, -2.423505, 1.658469], [2.333823, -0.545032, 3.312472], [0.580198, -0.981474, 3.392812], [1.826298, -2.264405, 3.399673], [3.708058, -1.105663, 1.455954], [3.034374, -2.760438, 1.665470], [2.997799, -2.014124, 0.039387], [5.269404, 2.887218, 0.306723], [5.955852, 1.286007, 0.663688], [6.227385, 2.003377, -0.952052]],
  "forces_ev_per_angstrom": [[0.0003, -0.2921, -0.5771], [0.6737, 0.7312, 0.3181], [-0.5366, -0.1002, 0.9351], [0.8267, -0.2848, -0.1146], [0.9054, -0.0090, -0.6753], [-0.5179, 2.7614, -0.8963], [-0.6310, -0.1909, 0.9739], [0.4736, 0.1460, -0.9287], [0.2846, 1.4593, 0.1171], [1.3597, -0.1960, -0.0495], [0.0647, -0.7240, 0.8403], [-0.2238, 0.1060, -0.2411], [-0.1127, 0.7241, -0.3329], [0.1426, -0.1292, -0.3536], [0.0662, 0.1369, 0.3160], [-0.7788, -0.1123, -0.8748], [0.0434, -0.0737, 0.4307], [0.1706, -0.2142, -0.0058], [-0.3901, -0.3386, 0.6996], [0.1319, -1.7000, 1.0161], [0.1719, -0.6519, 0.2756], [0.1905, -0.4032, -0.1718], [-0.3803, -0.1990, 0.0963], [-1.0083, -0.9121, 0.8996], [0.2666, 0.1178, -0.6612], [0.2194, -0.7006, -0.5086], [0.4422, 0.1146, 0.2670], [-0.6062, 0.0097, 0.1369], [-1.0796, 0.2482, 0.4974], [0.2014, 0.1404, 0.1086], [-0.2121, -0.2916, 0.0449], [-0.1104, 0.2953, -0.1369], [0.1504, -0.4452, -0.2126], [0.0311, -0.3540, -0.6114], [-0.2668, -0.3841, 0.1217], [-0.1166, 0.0917, 0.0810], [0.0055, -0.3851, -0.1016], [-0.0660, 0.0180, 0.1190], [-0.0119, -0.1081, -0.0999], [0.1429, 0.1005, 0.0489], [-0.0354, 0.0121, -0.0088], [-0.1035, 0.0113, -0.0165], [0.0597, 0.0343, -0.0062], [0.0563, 0.1306, -0.0678], [-0.0481, 0.1411, 0.1389], [-0.1163, 0.1899, 0.0545], [-0.0353, -0.1251, -0.2280], [0.1119, 0.0028, 0.3366], [-0.2627, 0.3768, -0.1840], [0.5026, 0.0279, -0.5077], [-0.2881, -0.1433, -0.0058], [0.2239, 0.0787, -0.1343], [-0.1187, 0.1970, -0.0604], [-0.1828, 0.0274, -0.1790], [0.2215, 0.4048, -0.2468], [-0.0672, 0.3001, 0.4748], [0.2161, -0.0691, -0.0573], [-0.0122, 0.2813, -0.2124], [-0.0378, 0.1199, 0.1200]]
}